{
  "formula": "C78H74N5OP2SSr",
  "method": "ωB97M-V/def2-TZVPD",
  "symbols": ["Sr", "C", "C", "C", "N", "C", "C", "C", "C", "C", "C", "C", "N", "C", "C", "C", "N", "C", "C", "C", "C", "C", "C", "C", "N", "C", "C", "H", "H", "H", "H", "H", "H", "H", "H", "H", "H", "H", "H", "H", "H", "H", "H", "H", "H", "H", "H", "H", "H", "H", "H", "H", "H", "C", "C", "C", "C", "C", "C", "C", "C", "S", "C", "N", "C", "C", "C", "C", "C", "C", "C", "C", "H", "H", "H", "H", "H", "H", "H", "H", "H", "H", "H", "H", "H", "H", "H", "H", "C", "C", "C", "C", "C", "C", "C", "C", "P", "C", "C", "C", "C", "C", "C", "C", "C", "C", "C", "C", "C", "C", "O", "C", "C", "C", "C", "C", "C", "P", "C", "C", "C", "C", "C", "C", "C", "C", "C", "C", "C", "C", "H", "H", "H", "H", "H", "H", "H", "H", "H", "H", "H", "H", "H", "H", "H", "H", "H", "H", "H", "H", "H", "H", "H", "H", "H", "H", "H", "H", "H", "H", "H", "H"],
  "xyz": [[-0.510654, 0.691633, 0.149148], [-1.358035, 0.862169, -3.477093], [-2.190340, -0.426561, -3.523314], [-1.704758, -1.448741, -2.484830], [-1.995380, -1.035569, -1.135121], [-3.173469, -1.241921, -0.596459], [-4.204360, -1.997061, -1.221458], [-5.512261, -2.271115, -0.885134], [-6.290255, -1.762498, 0.140328], [-5.854014, -0.860104, 1.098330], [-4.582887, -0.414078, 1.354765], [-3.317907, -0.698061, 0.771294], [-2.198201, -0.429666, 1.384338], [-2.239731, 0.147837, 2.690674], [-0.846784, 0.498058, 3.207773], [-0.601941, 1.991039, 3.005006], [-0.936180, 2.316356, 1.660115], [-1.576852, 3.375235, 1.281567], [-2.160598, 4.319365, 2.167548], [-2.523896, 5.632088, 1.995924], [-2.356627, 6.439522, 0.878097], [-2.023766, 5.991880, -0.390482], [-1.927098, 4.698154, -0.847445], [-1.870742, 3.456720, -0.169362], [-2.057305, 2.305459, -0.765040], [-2.870619, 2.260782, -1.953807], [-2.171802, 2.142544, -3.315536], [-0.677857, 0.799831, -2.622707], [-0.761404, 0.943269, -4.391774], [-3.242785, -0.216371, -3.319741], [-2.127649, -0.877830, -4.519225], [-2.129359, -2.432792, -2.739221], [-0.617145, -1.527694, -2.554773], [-3.898678, -2.479850, -2.143318], [-6.030788, -2.941555, -1.567117], [-7.332569, -2.058918, 0.175782], [-6.623401, -0.476856, 1.763051], [-4.535207, 0.281508, 2.182078], [-2.830754, 1.075863, 2.680949], [-2.743544, -0.534404, 3.391535], [-0.758924, 0.263836, 4.273276], [-0.101711, -0.085911, 2.668647], [-1.190052, 2.537014, 3.758394], [0.457021, 2.229772, 3.190840], [-2.348337, 3.918677, 3.160329], [-2.944582, 6.115459, 2.873891], [-2.541205, 7.501027, 0.999489], [-1.914933, 6.764455, -1.146719], [-1.794143, 4.604094, -1.919016], [-3.509006, 1.378749, -1.835508], [-3.527524, 3.143404, -1.994384], [-2.950857, 2.179618, -4.084186], [-1.506363, 2.996348, -3.464731], [0.714279, -3.618147, -6.598822], [1.744804, -3.478546, -5.469072], [1.161767, -4.130643, -4.212894], [3.035859, -4.220321, -5.836649], [2.042137, -2.002558, -5.263374], [2.581289, -1.249568, -6.314672], [2.813197, 0.107370, -6.202812], [2.499962, 0.734954, -5.010741], [2.638729, 2.403040, -4.552007], [1.971391, 1.965855, -2.940130], [1.720210, 0.714780, -2.811162], [1.979659, -0.005228, -3.927506], [1.765093, -1.371455, -4.066671], [1.783117, 2.957996, -1.924919], [2.062730, 4.295961, -2.242801], [1.944679, 5.283672, -1.294731], [1.589881, 4.913188, -0.005594], [1.338019, 3.585455, 0.293550], [1.364381, 2.533202, -0.635860], [0.418945, -4.658711, -6.721748], [1.113647, -3.262818, -7.545291], [-0.172875, -3.035270, -6.360454], [0.984420, -5.187609, -4.402882], [0.215944, -3.672445, -3.936404], [1.846914, -4.051913, -3.372678], [2.836727, -5.283669, -5.957749], [3.771067, -4.094193, -5.044524], [3.461562, -3.844326, -6.763208], [2.818731, -1.727163, -7.253211], [3.217616, 0.670691, -7.029615], [1.382710, -1.894505, -3.207391], [2.356494, 4.553264, -3.256342], [2.135101, 6.321009, -1.543545], [1.498198, 5.672022, 0.764418], [1.100385, 3.361976, 1.321308], [4.651621, -3.696042, 5.733578], [4.290754, -4.138926, 4.306173], [4.976102, -5.477161, 3.987189], [2.792548, -4.330148, 4.192049], [2.158044, -5.330186, 4.920544], [0.817729, -5.609117, 4.743639], [0.085446, -4.885557, 3.822205], [0.667185, -3.835709, 3.127240], [-0.260957, -2.849801, 1.862650], [-0.159407, -4.121950, 0.539659], [-1.087388, -4.096744, -0.498678], [-1.024424, -5.023113, -1.523781], [-0.003431, -5.959262, -1.557531], [0.961883, -5.950464, -0.565591], [0.882800, -5.043766, 0.475836], [-1.903829, -3.162738, 2.633747], [-3.006927, -3.757457, 2.038284], [-4.192256, -3.899712, 2.739949], [-4.295261, -3.466902, 4.050107], [-3.199775, -2.877620, 4.659759], [-2.024416, -2.716597, 3.951888], [2.023206, -3.555016, 3.328384], [2.524314, -2.503229, 2.619877], [3.870512, -2.284866, 2.622556], [4.317734, -1.200433, 1.858039], [5.679285, -0.957831, 1.767258], [6.584747, -1.768845, 2.425468], [6.125753, -2.800333, 3.220269], [4.767810, -3.069166, 3.343829], [3.056958, -0.060548, 1.099758], [4.117866, 0.432266, -0.320640], [3.989425, -0.423103, -1.412828], [4.769013, -0.264582, -2.543289], [5.664324, 0.789327, -2.618298], [5.802584, 1.644909, -1.539339], [5.056729, 1.455158, -0.387442], [3.278471, 1.201525, 2.417023], [3.501261, 2.554669, 2.188598], [3.662462, 3.426007, 3.253954], [3.570070, 2.971562, 4.558101], [3.274574, 1.638759, 4.795400], [3.129075, 0.766222, 3.734733], [4.337046, -4.443329, 6.457120], [4.163048, -2.753508, 5.971449], [5.725603, -3.557297, 5.822048], [4.635625, -6.250760, 4.669140], [6.053621, -5.391285, 4.085520], [4.742946, -5.785019, 2.970217], [2.722843, -5.914737, 5.630917], [0.348575, -6.404578, 5.304317], [-0.946805, -5.142008, 3.639414], [-1.846028, -3.333290, -0.502694], [-1.773623, -5.011114, -2.304364], [0.046855, -6.687361, -2.355452], [1.782423, -6.657137, -0.599235], [1.642085, -5.061267, 1.243745], [-2.955949, -4.123505, 1.026325], [-5.042557, -4.352282, 2.249768], [-5.220700, -3.580692, 4.595512], [-3.263922, -2.530520, 5.682757], [-1.168341, -2.257285, 4.427994], [6.034657, -0.124670, 1.181359], [7.645855, -1.583180, 2.339983], [6.841069, -3.399594, 3.763383], [3.263067, -1.222634, -1.360040], [4.667182, -0.948378, -3.375022], [6.255456, 0.942187, -3.510017], [6.507119, 2.464373, -1.590135], [5.229877, 2.105354, 0.456067], [3.506373, 2.937919, 1.181178], [3.852669, 4.473569, 3.060283], [3.709398, 3.651085, 5.387468], [3.151379, 1.283011, 5.809904], [2.882445, -0.266493, 3.926604]],
  "forces_ev_per_a": [[2.388, -2.039, -2.634], [-0.280, 0.134, 0.103], [0.169, -0.080, 0.110], [-0.333, -0.130, -0.227], [-0.182, 0.142, 0.285], [0.268, -0.138, -0.633], [0.190, -0.327, -0.405], [-0.209, 0.108, 0.129], [-0.375, -0.180, -0.038], [0.012, -0.090, -0.076], [-0.205, 0.362, 0.285], [0.091, 0.031, 0.650], [-0.910, -0.359, -0.021], [-0.598, -0.079, 0.812], [-0.208, 0.281, 0.174], [0.132, 0.371, 0.767], [-0.626, 1.251, 0.811], [0.153, 0.221, 0.421], [-0.229, -0.167, 0.422], [0.107, 0.174, -0.131], [-0.038, 0.395, 0.150], [-0.232, 0.012, 0.068], [0.138, 0.164, -0.358], [-0.432, 0.000, -0.384], [-0.334, 0.280, 0.185], [-0.218, 0.189, -0.481], [0.107, -0.074, 0.278], [0.144, 0.064, -0.309], [0.170, -0.040, 0.215], [-0.073, -0.020, -0.073], [-0.062, 0.010, 0.029], [0.204, -0.004, 0.062], [-0.001, -0.125, -0.147], [0.017, 0.073, 0.011], [0.077, -0.006, -0.002], [0.010, -0.003, -0.040], [0.044, 0.027, 0.032], [0.044, -0.065, 0.053], [-0.007, -0.028, 0.097], [-0.010, 0.197, -0.103], [0.136, -0.087, -0.097], [0.233, -0.242, 0.131], [0.137, -0.062, -0.064], [-0.053, 0.053, 0.069], [0.063, 0.092, -0.052], [0.053, -0.006, 0.014], [-0.001, -0.006, 0.002], [-0.021, -0.042, -0.039], [0.032, -0.009, 0.003], [-0.134, 0.019, -0.061], [-0.016, -0.119, 0.031], [0.016, 0.074, -0.065], [-0.031, 0.078, -0.035], [0.120, 0.003, 0.120], [-0.034, -0.236, -0.017], [0.138, 0.146, -0.278], [-0.163, 0.087, 0.040], [0.019, -0.068, 0.066], [0.022, 0.045, -0.105], [-0.018, 0.003, 0.001], [-0.143, 0.020, 0.414], [-0.187, -0.372, 0.254], [0.329, -0.333, -0.980], [-0.444, -0.141, 0.841], [0.359, 0.183, -1.147], [0.021, 0.131, 0.065], [-0.135, 0.781, 1.077], [-0.028, -0.247, -0.305], [0.059, 0.198, 0.023], [0.060, 0.153, 0.166], [0.071, 0.204, -0.186], [0.454, 0.153, -0.184], [-0.014, -0.149, -0.023], [0.017, 0.060, -0.124], [-0.126, 0.054, -0.018], [-0.032, -0.105, -0.014], [-0.135, 0.034, 0.115], [0.043, -0.024, 0.172], [-0.008, -0.142, -0.038], [0.123, -0.021, 0.062], [0.086, 0.036, -0.107], [0.001, -0.109, -0.108], [0.064, 0.019, -0.133], [-0.094, -0.170, 0.081], [0.025, 0.113, 0.015], [-0.013, -0.009, -0.021], [0.007, 0.030, 0.058], [-0.079, 0.071, 0.133], [-0.052, -0.058, -0.125], [0.070, -0.063, 0.103], [-0.043, 0.144, 0.028], [0.200, 0.196, -0.142], [-0.084, 0.052, -0.089], [0.024, -0.117, 0.061], [0.171, 0.006, -0.031], [0.218, 0.338, -0.115], [0.021, -0.470, 0.221], [-0.027, 0.138, -0.114], [0.076, 0.004, 0.024], [-0.020, -0.099, -0.138], [-0.027, -0.061, -0.026], [0.111, -0.126, -0.098], [0.008, 0.051, 0.115], [-0.063, 0.155, -0.006], [0.155, -0.012, -0.020], [-0.229, -0.060, 0.064], [-0.059, -0.046, 0.002], [0.058, 0.035, 0.067], [0.005, -0.084, -0.103], [-0.495, -0.491, 0.393], [-0.062, -0.040, 0.071], [0.869, 0.188, -0.211], [-0.420, -0.271, -0.008], [-0.108, -0.103, 0.058], [0.106, -0.030, 0.068], [-0.041, 0.111, -0.089], [-0.315, -0.081, 0.051], [0.385, 0.118, -0.214], [-0.212, -0.004, 0.004], [0.056, 0.038, 0.216], [0.132, -0.059, -0.123], [0.018, -0.045, -0.016], [0.095, 0.129, 0.009], [-0.067, 0.033, -0.005], [-0.140, 0.149, -0.114], [0.002, -0.123, 0.002], [0.035, 0.185, 0.081], [-0.002, 0.087, 0.015], [-0.034, -0.023, 0.104], [-0.045, 0.043, -0.052], [-0.041, -0.097, 0.135], [-0.039, 0.083, 0.036], [0.147, 0.021, 0.064], [0.000, -0.124, 0.068], [0.174, -0.020, 0.002], [-0.008, -0.049, -0.086], [0.123, -0.059, 0.050], [-0.024, -0.065, 0.044], [-0.054, 0.017, 0.024], [-0.131, 0.054, -0.083], [-0.035, 0.034, -0.050], [-0.004, -0.009, -0.068], [-0.007, -0.010, 0.011], [0.035, -0.044, 0.061], [-0.032, -0.024, -0.073], [-0.070, -0.011, -0.037], [-0.097, -0.021, 0.013], [-0.001, 0.016, 0.040], [0.040, 0.073, 0.101], [0.023, 0.009, -0.044], [0.068, 0.030, -0.006], [0.040, -0.095, 0.078], [-0.077, -0.101, -0.071], [-0.070, -0.032, -0.054], [0.026, 0.000, -0.079], [0.035, 0.045, 0.020], [-0.039, 0.048, 0.036], [0.077, 0.013, -0.009], [-0.013, 0.043, -0.036], [-0.022, 0.065, 0.027], [0.012, -0.043, 0.033], [0.006, -0.159, 0.097]],
  "total_charge": -1,
  "e_homo_ev": -3.96,
  "fmax_ev_per_a": 4.10,
  "de_lowest_ev": 0.000,
  "homo_lumo_gap_ha": 0.2211,
  "lumo_ev": 2.06
}